The following is a quantum chemistry calculation of the molecule C6H11N, from the Open Molecules 2025 dataset.

Geometry (Å):
C: -2.024 1.553 -0.178
C: -0.677 1.329 -0.205
C: 0.197 0.078 -0.418
C: -0.061 -0.802 -1.433
N: -1.060 -1.756 -1.407
C: 1.502 0.062 0.276
C: 1.276 -0.088 1.861
H: -2.544 2.486 -0.075
H: -2.646 0.713 -0.019
H: 0.030 2.112 0.055
H: 0.600 -1.004 -2.239
H: -1.193 -2.243 -2.346
H: -1.203 -2.251 -0.592
H: 2.022 0.966 -0.002
H: 2.151 -0.721 -0.021
H: 0.566 0.678 2.343
H: 0.675 -0.988 2.018
H: 2.390 -0.123 2.381

Calculated values
Lowest unoccupied orbital energy = 0.023 Ha
Molecular weight = 97.2 g mol⁻¹
SMILES string = C=C/C(=C\N)CC
Relative energy (zero: lowest compared OMol25 entry of this formula, charge and spin) = 386.4 kJ/mol